A structure of composition C11H17BBrF4GeN2V, computed with wB97M-V/def2-TZVPD.

Values from the calculation:
LUMO energy (alpha / beta) ... -3.7277 / -3.3172 eV
Energy above the lowest of the compared OMol25 structures with the same formula, charge and spin ... 0.65 kcal/mol
2S+1 ... 2
HOMO (alpha / beta) ... -12.50 / -12.50 eV
Net charge ... +1

Last column: Mulliken spin population.
Atoms and positions in Å:
Br: -4.8233 3.0271 -0.3185  0.00
Ge: 0.7349 -1.9122 -0.8440  -0.02
V: 0.2984 0.4004 0.4624  1.67
F: 0.1549 2.5745 -0.0893  0.00
F: 0.2258 1.6227 2.0047  0.00
F: 1.3913 3.6169 1.6266  0.00
F: -0.9296 3.6643 1.6805  0.00
N: 2.3201 0.9573 0.2797  -0.07
N: -1.8499 0.3671 0.5934  -0.04
C: -2.5496 1.4376 0.1883  0.01
C: -2.5215 -0.6757 1.1073  0.01
C: -4.6216 0.4155 0.8021  0.01
C: 2.5693 -2.2993 -1.3429  -0.02
C: -3.9292 1.4908 0.2755  -0.01
C: 0.0593 -0.2816 -1.8265  0.01
C: -0.4851 -3.4065 -1.0489  -0.02
C: 0.6227 -1.2484 1.0267  -0.62
C: -3.8962 -0.6857 1.2264  -0.01
C: 3.4245 1.2438 0.2370  0.05
C: 4.8173 1.6571 0.2173  0.00
B: 0.2108 3.0584 1.3078  0.00
H: -0.2236 -4.1801 -0.3279  0.00
H: 4.8913 2.6398 -0.2471  0.00
H: 3.1569 -1.3854 -1.4134  0.00
H: -1.9961 2.2745 -0.2077  0.00
H: -1.5180 -3.1017 -0.8847  0.00
H: 0.8245 -1.8466 1.9097  0.02
H: 5.1816 1.7168 1.2419  0.00
H: -0.4004 -3.8254 -2.0520  0.00
H: -1.0271 -0.2557 -1.8823  0.01
H: -1.9253 -1.5103 1.4419  0.02
H: -4.3917 -1.5460 1.6536  0.00
H: 2.5928 -2.8078 -2.3069  0.00
H: 5.4158 0.9406 -0.3417  0.00
H: 0.4384 -0.3662 -2.8459  0.00
H: 3.0249 -2.9505 -0.5974  0.00
H: -5.7000 0.4422 0.8823  0.00
H: 0.4326 0.7375 -1.5878  -0.02